# C17H14Cl5N2O6Ti

A molecular structure, C17H14Cl5N2O6Ti in a non-equilibrium geometry (ωB97M-V/def2-TZVPD, the OMol25 dataset).

Geometry as XYZ:
```
45
Properties=species:S:1:pos:R:3
Ti 0.32441 -0.29088 -0.01814
O -1.77808 0.61502 -0.83148
C -2.71609 -0.46454 -0.78689
C -2.09294 -1.60266 -1.57549
N -0.75692 -1.91713 -1.04351
C 0.19490 -2.20703 -2.13254
C 0.68437 -0.85765 -2.70021
O 0.97772 -0.72199 -3.86246
O 0.73745 0.05772 -1.77069
C -0.75233 -2.97208 -0.02277
C 0.56202 -2.87513 0.79389
O 0.87404 -3.75609 1.55725
O 1.26073 -1.79560 0.54764
H -2.15294 1.37937 -0.38531
H -3.65957 -0.16578 -1.24882
H -2.90858 -0.76881 0.24750
H -1.99017 -1.27306 -2.61000
H -2.74725 -2.47850 -1.55052
H -0.23093 -2.83686 -2.91531
H 1.07521 -2.70159 -1.72342
H -0.83184 -3.97398 -0.45481
H -1.58344 -2.82587 0.66693
Cl -3.98220 2.65647 5.36339
C -3.02059 1.80507 4.22310
C -2.31706 2.50146 3.24385
Cl -2.41615 4.21308 3.15403
C -1.53205 1.80870 2.33421
Cl -0.62008 2.64298 1.11816
C -1.41431 0.40238 2.36134
O -0.67130 -0.25445 1.50983
C -2.15493 -0.27238 3.34921
Cl -2.03886 -1.98897 3.37296
C -2.93165 0.41279 4.27197
Cl -3.78627 -0.45531 5.47890
C 4.28327 2.15940 0.73886
C 3.36856 2.56165 -0.22452
C 2.15365 1.92036 -0.30898
N 1.80444 0.89348 0.49665
C 2.68209 0.53741 1.45506
C 3.91713 1.13422 1.59685
H 5.25118 2.63517 0.81547
H 3.59276 3.37376 -0.90160
H 1.42946 2.21794 -1.05288
H 2.37627 -0.26715 2.10879
H 4.59086 0.79279 2.37005
```

LUMO level (alpha / beta): -0.193 / -0.282 eV
2S+1: 2
frontier orbital gap (alpha / beta): 6.9 / 8.6 eV
E: -118853.00586 eV
total charge: 0
HOMO energy (alpha / beta): -0.2612 / -0.3261 Eh
max |F|: 3.52 eV/Å
relative energy (zero: lowest compared OMol25 entry of this formula, charge and spin): 1.153 eV

Formally, the Mulliken partial charges of the atoms, in units of the elementary charge, are as follows:
1. Ti 0.490
2. O -0.521
3. C -0.328
4. C -1.080
5. N 0.427
6. C -0.527
7. C 0.492
8. O -0.681
9. O -0.232
10. C -0.625
11. C 0.535
12. O -0.689
13. O -0.507
14. H 0.331
15. H 0.525
16. H 0.154
17. H 0.466
18. H 0.389
19. H 0.429
20. H 0.402
21. H 0.452
22. H 0.292
23. Cl -0.188
24. C 0.386
25. C -0.135
26. Cl -0.187
27. C 0.757
28. Cl -0.190
29. C -0.995
30. O 0.251
31. C 0.386
32. Cl -0.170
33. C 0.126
34. Cl -0.180
35. C -0.105
36. C -1.028
37. C -0.129
38. N -0.003
39. C -0.160
40. C -0.957
41. H 0.403
42. H 0.410
43. H 0.584
44. H 0.516
45. H 0.415

# C17H14ClCoNO4

A molecular structure, C17H14ClCoNO4 in a non-equilibrium geometry (ωB97M-V/def2-TZVPD, the OMol25 dataset).

Geometry as XYZ:
```
38
Properties=species:S:1:pos:R:3
C -2.32643 -0.92828 -0.07959
C -1.63217 -1.10511 -1.34517
C -1.44571 0.15852 -1.92858
H -1.30074 -2.05166 -1.76124
C -1.89218 1.15793 -1.00578
C -2.47340 0.52864 0.10551
H -3.08245 1.00211 0.87656
H -2.83408 -1.70876 0.48927
H -1.06567 0.36504 -2.92546
H -1.89022 2.22987 -1.22610
Co -0.79929 -0.87803 1.29285
Cl 0.35886 -2.62475 0.97921
C 2.53145 0.15201 0.19011
C 2.13901 1.39393 -0.39917
C 1.71163 1.13027 -1.74312
H 2.08793 2.35229 0.11696
C 1.84025 -0.27312 -1.97963
C 2.37181 -0.87508 -0.79378
H 2.49227 -1.93984 -0.62117
H 2.79152 -0.00478 1.23089
H 1.29769 1.86227 -2.43537
H 1.49045 -0.81335 -2.85788
O -1.83218 0.10911 2.82736
C -0.72708 0.77216 2.91391
O -0.01064 0.91086 1.84356
C -0.25631 1.16994 4.29795
C -1.12448 1.01480 5.38691
C -0.70886 1.37146 6.66340
C 0.63275 1.78408 6.85165
C 1.52216 1.92631 5.75663
C 1.07333 1.57566 4.49200
N 1.04335 2.16014 8.16285
O 0.17902 2.06646 9.07577
O 2.20959 2.57602 8.36043
H -2.11511 0.57230 5.24418
H -1.37862 1.28240 7.50047
H 2.53491 2.24680 5.91026
H 1.75944 1.59899 3.64135
```

LUMO level (alpha / beta): 0.805 / 0.798 eV
2S+1: 5
frontier orbital gap (alpha / beta): 4.8 / 4.9 eV
E: -77683.04049 eV
total charge: -1
HOMO energy (alpha / beta): -0.1486 / -0.1495 Eh
max |F|: 3.33 eV/Å

Formally, the Mulliken partial charges of the atoms, in units of the elementary charge, are as follows:
1. C -0.310
2. C -0.646
3. C -0.471
4. H 0.406
5. C -0.786
6. C -0.477
7. H 0.524
8. H 0.505
9. H 0.587
10. H 0.386
11. Co 0.270
12. Cl -0.638
13. C -0.305
14. C -0.322
15. C -0.480
16. H 0.400
17. C -0.360
18. C -0.644
19. H 0.447
20. H 0.383
21. H 0.421
22. H 0.430
23. O -0.749
24. C 1.203
25. O -0.653
26. C -0.011
27. C -0.398
28. C -0.316
29. C 0.045
30. C -0.393
31. C -0.504
32. N 0.908
33. O -0.593
34. O -0.593
35. H 0.425
36. H 0.456
37. H 0.466
38. H 0.386

# C17H14CoN6O9PS2

A molecular structure, C17H14CoN6O9PS2 in a non-equilibrium geometry (ωB97M-V/def2-TZVPD, the OMol25 dataset).

Geometry as XYZ:
```
50
Properties=species:S:1:pos:R:3
Co -0.06960 0.31900 0.07770
O -0.08000 -1.08870 4.16010
C -0.59460 -0.90140 3.08310
O -0.25610 0.13920 2.32550
C -1.56230 -1.87280 2.49840
C -2.29910 -2.65500 3.36830
C -3.08570 -3.70630 2.90330
C -3.08410 -4.04780 1.55560
C -2.29650 -3.32100 0.69130
C -1.57340 -2.15160 1.09660
O -0.96180 -1.46760 0.20910
N -2.12540 -3.78750 -0.65340
O -0.98720 -3.72220 -1.09740
O -3.06710 -4.25450 -1.24090
N -3.82500 -4.51490 3.83820
O -3.76170 -4.21100 5.00860
O -4.44640 -5.45490 3.39250
H -2.25340 -2.45490 4.42980
H -3.64720 -4.89860 1.19270
S 0.06470 0.15220 -2.30920
C -1.01650 1.41090 -2.76830
C -1.36020 1.52250 -4.12050
C -2.24760 2.49140 -4.54930
C -2.60850 2.58800 -5.91250
N -2.89680 2.66520 -7.01850
C -2.80630 3.39320 -3.60960
C -2.45450 3.30590 -2.27410
C -1.56660 2.32260 -1.82990
S -1.18430 2.27890 -0.14770
C -3.73150 4.37810 -4.02580
N -4.48640 5.18110 -4.33830
H -0.92960 0.82940 -4.82770
H -2.87820 3.99830 -1.56130
N 1.49610 -2.70200 -0.30180
C 1.86370 -2.55260 1.11720
P 2.80250 -0.88950 1.10570
O 4.10540 -1.17680 0.49330
O 1.89750 0.05760 0.32820
C 2.90640 -0.29780 2.87440
N 2.11970 0.92040 3.04860
H 1.12630 -3.62240 -0.57770
H 2.32030 -2.43770 -0.85870
H 0.72450 -2.03030 -0.51230
H 2.55950 -3.33450 1.41600
H 0.98360 -2.60130 1.75610
H 3.97550 -0.15890 3.07600
H 2.52050 -1.06040 3.55540
H 2.40810 1.62440 2.37250
H 2.24550 1.29650 3.98360
H 0.61190 0.57690 2.72700
```

LUMO level (alpha / beta): -1.112 / -3.547 eV
2S+1: 5
frontier orbital gap (alpha / beta): 7.8 / 5.6 eV
E: -113807.97459 eV
total charge: 0
HOMO energy (alpha / beta): -0.3271 / -0.3347 Eh
max |F|: 1.34 eV/Å
relative energy (zero: lowest compared OMol25 entry of this formula, charge and spin): 0.241 eV

Formally, the Mulliken partial charges of the atoms, in units of the elementary charge, are as follows:
1. Co 0.708
2. O -0.612
3. C -0.008
4. O -0.269
5. C 0.608
6. C -0.237
7. C -0.588
8. C -0.521
9. C -0.218
10. C 0.755
11. O -0.570
12. N 0.878
13. O -0.617
14. O -0.573
15. N 1.031
16. O -0.622
17. O -0.631
18. H 0.592
19. H 0.607
20. S -0.282
21. C 0.619
22. C -0.733
23. C 0.382
24. C -0.182
25. N -0.468
26. C 0.648
27. C -0.899
28. C 0.621
29. S -0.413
30. C -0.219
31. N -0.454
32. H 0.533
33. H 0.527
34. N 0.127
35. C -0.610
36. P 0.891
37. O -0.770
38. O -0.682
39. C -0.889
40. N -0.574
41. H 0.444
42. H 0.403
43. H -0.171
44. H 0.517
45. H 0.194
46. H 0.436
47. H 0.381
48. H 0.283
49. H 0.245
50. H 0.381

# C17H14ErF8N6O2S

A molecular structure, C17H14ErF8N6O2S in a non-equilibrium geometry (ωB97M-V/def2-TZVPD, the OMol25 dataset).

Geometry as XYZ:
```
49
Properties=species:S:1:pos:R:3
Er 0.11335 -0.50853 -1.13468
N -2.22230 -1.28651 -2.39652
C -2.10481 -0.31410 -3.52732
C -0.90442 0.42200 -3.02014
O -1.05219 1.20250 -2.03866
O 0.24583 -0.07968 -3.26029
H -2.26324 -2.23189 -2.75487
H -3.07850 -1.10401 -1.88926
H -2.96596 0.33757 -3.63461
H -1.88340 -0.81088 -4.46633
C 3.58870 4.20132 -1.19394
C 3.78654 2.86454 -0.58146
N 4.76836 2.49927 0.18044
N 4.49871 1.18348 0.47325
C 3.37738 0.72536 -0.07377
S 2.68956 -0.81800 0.00055
N 2.91429 1.80465 -0.74708
N 1.72738 1.72501 -1.46853
H 4.41364 4.84262 -0.89594
H 2.65585 4.65963 -0.86002
H 3.57058 4.13311 -2.28271
H 5.13178 0.65537 1.05219
H 1.21037 2.59460 -1.40474
H 1.92755 1.53623 -2.44794
F -2.60323 3.29978 4.55858
C -3.06468 2.09374 4.20816
F -4.37367 2.20552 3.94041
F -2.92625 1.27207 5.25619
C -2.32684 1.54528 3.00570
C -1.17109 2.14539 2.54126
C -0.53992 1.57820 1.45124
N -0.99636 0.48333 0.84087
C -2.10818 -0.09521 1.30623
C -2.80741 0.40609 2.38414
H -0.77200 3.03394 3.00848
H 0.36966 2.01419 1.05585
H -2.42885 -0.99968 0.80571
H -3.70473 -0.08874 2.73017
F 0.19711 -2.97644 -2.39651
C 0.02766 -3.51917 -1.13093
C -0.18946 -2.62941 -0.11885
C -0.28383 -3.19913 1.12842
F -0.47046 -2.44345 2.23600
C -0.20320 -4.56417 1.34302
F -0.31217 -5.08502 2.56296
C -0.00020 -5.41096 0.26421
F 0.08072 -6.72109 0.45509
C 0.12515 -4.88863 -1.01163
F 0.33716 -5.69011 -2.05236
```

LUMO level (alpha / beta): -3.135 / -3.128 eV
2S+1: 4
frontier orbital gap (alpha / beta): 8.4 / 8.4 eV
E: -91085.11481 eV
total charge: +1
HOMO energy (alpha / beta): -0.4243 / -0.4243 Eh
max |F|: 2.54 eV/Å
relative energy (zero: lowest compared OMol25 entry of this formula, charge and spin): 0.000 eV

Formally, the Mulliken partial charges of the atoms, in units of the elementary charge, are as follows:
1. Er 0.875
2. N -0.410
3. C -0.666
4. C 0.977
5. O -0.585
6. O -0.616
7. H 0.237
8. H 0.199
9. H 0.353
10. H 0.367
11. C -1.253
12. C 0.946
13. N -0.722
14. N 0.208
15. C 0.246
16. S -0.408
17. N 0.238
18. N -0.616
19. H 0.354
20. H 0.326
21. H 0.312
22. H 0.180
23. H 0.270
24. H 0.362
25. F -0.266
26. C 0.768
27. F -0.243
28. F -0.229
29. C 0.404
30. C -0.854
31. C -0.113
32. N 0.121
33. C -0.136
34. C -1.120
35. H 0.507
36. H 0.337
37. H 0.542
38. H 0.450
39. F -0.388
40. C 0.360
41. C -0.108
42. C 0.732
43. F -0.347
44. C -0.160
45. F -0.282
46. C 0.829
47. F -0.290
48. C -0.401
49. F -0.286